A 8-piece molecular cluster, C10H36N8O11 overall. Source: the OMol25 dataset; level of theory: ωB97M-V with the def2-TZVPD basis set.

Structure (XYZ):
```
65
Properties=species:S:1:pos:R:3
C -0.438 3.282 -2.429
O -0.832 4.139 -3.203
N -1.244 2.249 -1.973
N 0.849 3.146 -1.979
H -1.985 2.008 -2.616
H -0.683 1.495 -1.614
H 1.543 3.868 -1.965
H 1.092 2.297 -1.499
C 0.613 -3.569 -1.452
O 1.575 -2.840 -1.256
N -0.347 -3.309 -2.392
N 0.342 -4.657 -0.650
H -0.136 -2.629 -3.106
H -0.942 -4.074 -2.662
H 1.025 -5.076 -0.045
H -0.345 -5.334 -0.943
C -3.777 -0.773 -1.441
O -3.988 0.111 -2.253
N -2.517 -0.996 -0.968
N -4.766 -1.540 -0.883
H -2.258 -1.752 -0.361
H -1.783 -0.515 -1.458
H -4.552 -2.239 -0.198
H -5.719 -1.353 -1.129
C 0.274 0.585 -5.075
O -0.455 -0.398 -5.086
N 1.306 0.694 -4.191
N 0.069 1.674 -5.901
H 1.390 0.047 -3.429
H 1.934 1.470 -4.286
H -0.882 1.935 -6.075
H 0.802 2.341 -6.050
C 0.793 0.391 0.220
C 2.226 0.576 0.704
O 2.783 1.748 0.082
O 0.781 -0.143 -1.130
H 0.273 1.341 0.302
H 0.298 -0.377 0.817
H 2.799 -0.333 0.520
H 2.132 0.842 1.762
H 3.741 1.688 0.187
H 1.265 -0.977 -1.052
C -1.303 2.121 2.654
C -1.814 2.866 3.875
O -3.177 3.240 3.640
O 0.035 1.665 2.823
H -1.363 2.797 1.794
H -1.945 1.274 2.415
H -1.236 3.785 4.011
H -1.747 2.263 4.779
H -3.196 4.133 3.288
H 0.652 2.348 2.545
C 0.322 -2.343 5.020
C 0.299 -1.993 3.531
O 1.465 -2.404 2.867
O 0.516 -3.754 5.160
H -0.650 -2.075 5.445
H 1.067 -1.781 5.589
H 0.075 -0.930 3.412
H -0.590 -2.554 3.215
H 1.290 -3.185 2.341
H 1.407 -3.869 5.497
O 5.676 1.220 0.432
H 5.454 0.542 1.080
H 6.506 1.594 0.742
```

Multiplicity: 1
HOMO-LUMO gap in eV: 9.316
LUMO energy in eV: 0.1
Relative energy (zero: lowest compared OMol25 entry of this formula, charge and spin) in kJ/mol: 0.0
SMILES: NC(N)=O.NC(N)=O.NC(N)=O.NC(N)=O.OCCO.OCCO.OCCO.O

---

A 8-piece molecular cluster, C10H36O8 overall. Source: the OMol25 dataset; level of theory: ωB97M-V with the def2-TZVPD basis set.

Structure (XYZ):
```
54
Properties=species:S:1:pos:R:3
C 0.783 3.490 -0.475
O 1.256 2.269 -1.043
H 0.018 3.896 -1.131
H 0.401 3.325 0.534
H 1.587 4.228 -0.386
H 2.206 2.223 -0.917
C 2.849 -0.925 -3.006
O 1.820 -1.552 -2.248
H 3.118 0.036 -2.555
H 3.719 -1.575 -3.034
H 2.522 -0.716 -4.026
H 0.980 -1.352 -2.677
C -1.876 2.059 -3.130
O -2.294 1.255 -2.038
H -2.726 2.323 -3.770
H -1.468 3.011 -2.770
H -1.125 1.557 -3.738
H -1.859 0.397 -2.131
C 0.976 -3.707 0.078
O 2.038 -2.800 0.314
H 1.215 -4.378 -0.749
H 0.812 -4.277 0.992
H 0.036 -3.179 -0.127
H 1.977 -2.131 -0.383
O 0.049 -0.189 -0.233
H 0.487 -0.333 0.615
H 0.258 0.731 -0.452
C 2.908 -0.561 3.707
C 1.542 -0.590 3.033
O 1.300 0.644 2.335
H 3.071 0.387 4.213
H 3.697 -0.765 2.981
H 2.994 -1.374 4.435
H 0.755 -0.741 3.774
H 1.530 -1.406 2.307
H 0.535 1.094 2.702
C -3.064 -2.411 -0.951
C -2.150 -2.551 -2.151
O -1.228 -1.464 -2.244
H -2.480 -2.173 -0.058
H -3.615 -3.335 -0.767
H -3.788 -1.610 -1.100
H -2.755 -2.499 -3.056
H -1.613 -3.502 -2.128
H -0.746 -1.368 -1.403
C -1.365 3.225 2.803
C -1.805 1.937 2.161
O -1.504 0.860 3.064
H -1.927 3.398 3.726
H -1.613 4.072 2.160
H -0.303 3.240 3.047
H -1.296 1.758 1.207
H -2.878 1.974 1.951
H -1.959 0.078 2.738
```

Multiplicity: 1
HOMO-LUMO gap in eV: 10.415
LUMO energy in eV: 0.7
Relative energy (zero: lowest compared OMol25 entry of this formula, charge and spin) in kJ/mol: 151.7
SMILES: CCO.CCO.CCO.CO.CO.CO.CO.O

---

C10H37FeN8O11 as an isolated structure. Source: the OMol25 dataset; level of theory: ωB97M-V with the def2-TZVPD basis set.

Structure (XYZ):
```
67
Properties=species:S:1:pos:R:3
Fe -3.461 0.779 1.706
C 0.180 -1.191 -0.375
C -1.359 -1.218 -0.200
O -1.913 -0.491 0.857
H 0.523 -1.428 0.633
H 0.528 -0.224 -0.736
H 0.488 -1.981 -1.058
H -1.700 -2.259 -0.135
H -1.789 -0.871 -1.154
C 3.217 2.052 -3.100
C 2.100 1.706 -2.126
O 2.551 1.596 -0.793
O 3.701 3.415 -3.036
H 3.135 1.856 -4.172
H 4.021 1.324 -2.927
H 1.750 0.761 -2.543
H 1.349 2.500 -2.158
H 3.271 2.205 -0.600
H 4.621 3.370 -2.757
C 1.917 0.915 3.886
C 1.279 0.322 2.614
O 0.000 -0.236 2.942
O 1.036 1.883 4.451
H 2.903 1.328 3.662
H 2.237 0.112 4.556
H 1.915 -0.418 2.117
H 1.015 1.038 1.827
H -0.471 -0.497 2.134
H 0.175 1.519 4.203
C -1.843 3.471 0.505
O -2.425 2.548 1.102
N -2.160 4.786 0.483
N -0.930 3.113 -0.411
H -1.759 5.379 -0.213
H -2.969 4.943 1.065
H -0.547 3.824 -1.005
H -0.723 2.133 -0.512
C -4.691 0.994 -1.468
O -4.480 1.042 -0.245
N -4.053 0.129 -2.278
N -5.475 1.871 -2.129
H -4.144 0.029 -3.272
H -3.596 -0.607 -1.757
H -5.607 2.745 -1.646
H -5.631 1.779 -3.115
C 4.878 -1.573 -0.354
O 5.707 -2.418 -0.640
N 3.944 -1.013 -1.152
N 4.853 -1.038 0.925
H 4.055 -1.011 -2.149
H 3.115 -0.609 -0.757
H 4.238 -0.275 1.142
H 5.512 -1.402 1.588
C -0.975 -4.091 3.577
O -1.369 -3.275 4.405
N -0.899 -3.732 2.260
N -0.728 -5.397 3.801
H -1.091 -2.756 2.110
H -0.731 -4.359 1.498
H -0.491 -5.762 4.706
H -0.449 -5.952 3.012
O -3.364 -3.676 -2.431
H -3.306 -4.555 -2.820
H -2.726 -3.688 -1.710
O -0.599 0.439 -3.506
H -0.899 -0.445 -3.745
H -0.861 0.542 -2.586
```

Multiplicity: 5
HOMO-LUMO gap (spin up / spin down) in eV: 6.685 / 6.583
LUMO energy (spin up / spin down) in eV: -4.8 / -4.9
Charge: +1
Expectation value of S²: 6.01